Record 1
Here is the molecule CH2Cl4N2 at a distorted geometry from OMol25. Energies are from the ωB97M-V functional and the def2-TZVPD basis.

Properties
- SMILES string = ClN[C@H](Cl)N(Cl)Cl
- total charge = 0
- gap between HOMO and LUMO (Eh) = 0.36644
- molar mass (g/mol) = 183.85
- LUMO level (eV) = -0.038

Each line ends with the Mulliken charge.
CARTESIAN COORDINATES (ANGSTROEM)
C 0.145 0.413 -0.255  -0.203
N 1.322 0.058 0.317  -0.282
N -0.975 -0.714 -0.188  -0.087
Cl -0.278 2.006 0.584  -0.115
Cl 2.295 -1.083 -0.569  -0.061
Cl -1.521 -0.811 1.441  -0.029
Cl -2.237 -0.266 -1.240  -0.029
H 0.311 0.708 -1.339  0.471
H 0.937 -0.310 1.249  0.336

Record 2
Here is a 5-piece molecular cluster, C14H25ClN2O10 overall at a distorted geometry from OMol25. Energies are from the ωB97M-V functional and the def2-TZVPD basis.

Properties
- total charge = -4
- gap between HOMO and LUMO (Eh) = 0.10865
- molar mass (g/mol) = 416.81
- LUMO level (eV) = 7.618

Each line ends with the Mulliken charge.
CARTESIAN COORDINATES (ANGSTROEM)
N 0.227 -1.208 -0.109  0.310
H 0.042 -0.479 -0.839  0.056
H -0.049 -2.063 -0.591  0.375
H -0.331 -1.055 0.765  0.446
H 1.295 -1.307 -0.141  0.310
C -3.086 1.836 4.237  -0.725
C -2.918 0.562 3.542  0.389
C -1.675 0.411 2.551  0.521
O -1.594 -0.599 1.827  -0.849
C -0.743 1.498 2.460  -0.651
C -1.014 2.694 3.096  0.598
C -2.191 2.871 3.995  0.300
O -2.417 3.951 4.660  -0.829
O -0.118 3.609 2.918  -0.825
O -3.704 -0.379 3.649  -0.740
H -3.999 2.025 4.782  0.366
H 0.036 1.442 1.713  0.345
O 5.846 -2.835 0.460  -0.980
C 5.287 -1.574 0.379  -0.528
C 3.763 -1.300 0.514  -0.058
O 2.876 -1.872 -0.450  -0.948
H 5.700 -0.965 -0.456  0.170
H 5.637 -1.006 1.279  0.196
H 3.627 -0.201 0.505  0.001
H 3.392 -1.655 1.488  0.093
Cl -0.581 -5.361 1.103  1.681
O -1.632 -5.526 2.074  -0.699
O -1.133 -4.500 0.066  -0.651
O 0.575 -4.805 1.723  -0.611
O -0.255 -6.677 0.611  -0.723
C -1.285 -1.112 -3.353  -1.319
C -0.597 0.250 -3.447  -0.589
N -0.209 0.693 -2.096  0.278
C -1.382 1.127 -1.325  -0.219
C -1.974 2.513 -1.750  -1.591
C 0.813 1.721 -2.226  -0.862
C 1.539 2.053 -0.931  -0.917
H -0.763 -1.771 -2.667  0.268
H -1.317 -1.531 -4.367  0.421
H -2.339 -1.220 -3.083  0.336
H 0.317 0.195 -4.037  0.489
H -1.274 0.904 -4.019  0.236
H -2.179 0.393 -1.353  0.598
H -1.045 1.404 -0.324  -0.193
H -2.147 2.607 -2.826  0.304
H -2.948 2.624 -1.264  0.503
H -1.443 3.387 -1.369  0.309
H 0.504 2.590 -2.827  0.342
H 1.665 1.367 -2.818  0.556
H 2.552 2.421 -1.083  0.474
H 1.684 1.132 -0.361  0.013
H 0.965 2.720 -0.282  0.225

Record 3
Here is the molecule C7H11N at a distorted geometry from OMol25. Energies are from the ωB97M-V functional and the def2-TZVPD basis.

Properties
- SMILES string = C1C[C@@H]2[C@@H]3[C@@H]1CCN32
- total charge = 0
- gap between HOMO and LUMO (Eh) = 0.36141
- molar mass (g/mol) = 109.17
- LUMO level (eV) = 1.066

Each line ends with the Mulliken charge.
CARTESIAN COORDINATES (ANGSTROEM)
C -0.832 -1.526 -0.875  -0.805
C 0.640 -1.860 -0.202  -0.664
C 0.939 -0.681 0.864  -0.212
C -0.389 -0.044 0.946  -0.423
C -0.727 -0.040 -0.502  -0.080
C -0.959 1.466 -0.729  -0.603
C 0.504 1.883 -0.126  -0.530
H -0.656 -1.585 -1.902  0.344
H -1.617 -2.104 -0.391  0.360
H 0.617 -2.842 0.281  0.395
H 1.411 -1.846 -1.008  0.324
H 1.433 -1.109 1.808  0.339
H -1.122 -0.071 1.733  0.454
H 0.258 0.032 -0.907  0.338
H -1.035 1.803 -1.781  0.325
H -1.754 1.888 -0.083  0.308
H 0.600 2.900 0.265  0.299
H 1.329 1.711 -0.899  0.280
N 0.783 0.862 0.947  -0.448

Record 4
Here is C48H46F6N5O4S2Sb2Ti as an isolated structure at a distorted geometry from OMol25. Energies are from the ωB97M-V functional and the def2-TZVPD basis.

Properties
- spin multiplicity = 3
- total charge = +1
- gap between HOMO and LUMO (alpha / beta) (Eh) = 0.27051 / 0.28420
- molar mass (g/mol) = 1226.44
- LUMO level (alpha / beta) (eV) = -2.427 / -2.513

Each line ends with the Mulliken charge.
CARTESIAN COORDINATES (ANGSTROEM)
Ti -1.278 -0.512 1.066  1.736
C -4.402 -0.781 0.434  -1.333
C -4.256 -2.252 0.078  -1.023
C -3.014 -2.733 -0.642  0.011
C -2.976 -3.858 -1.433  -0.904
C -1.771 -4.433 -1.830  -1.081
C -0.593 -3.840 -1.415  -0.816
C -0.662 -2.695 -0.686  0.106
N -1.825 -2.159 -0.325  1.474
N -3.532 -0.148 1.454  1.066
C -3.721 -0.689 2.816  -0.855
C -3.184 -2.076 2.991  0.090
C -3.859 -3.004 3.794  -1.227
C -3.304 -4.283 3.820  -0.681
C -2.135 -4.571 3.114  -1.357
C -1.499 -3.545 2.455  -0.393
N -2.033 -2.344 2.392  1.349
C -3.945 1.291 1.438  -1.332
C -2.931 2.087 2.219  0.508
C -3.242 3.195 2.961  -0.956
C -2.179 3.891 3.585  -0.924
C -0.875 3.444 3.415  -1.409
C -0.667 2.288 2.686  0.053
N -1.670 1.618 2.142  1.748
H -5.420 -0.692 0.790  0.429
H -4.296 -0.209 -0.472  0.342
H -5.129 -2.439 -0.527  0.633
H -4.334 -2.895 1.003  0.205
H -3.922 -4.284 -1.740  0.560
H -1.737 -5.296 -2.479  0.483
H 0.361 -4.254 -1.706  0.428
H 0.253 -2.200 -0.334  0.178
H -4.784 -0.638 3.120  0.496
H -3.163 -0.046 3.550  0.349
H -4.764 -2.712 4.279  0.606
H -3.810 -5.083 4.350  0.444
H -1.721 -5.563 3.143  0.550
H -0.544 -3.711 1.969  0.592
H -4.981 1.456 1.856  0.451
H -3.921 1.642 0.379  0.062
H -4.276 3.491 3.036  0.619
H -2.374 4.818 4.138  0.410
H -0.016 3.966 3.846  0.571
H 0.313 1.894 2.526  0.053
C 0.730 2.898 -0.945  -1.048
C 1.707 2.227 -0.009  0.625
C 2.896 1.520 -0.617  -1.505
Sb 2.483 -0.204 -1.866  0.858
C 3.255 -1.817 -0.632  0.444
C 2.696 -3.075 -0.887  -0.439
C 3.124 -4.189 -0.177  -0.669
C 4.063 -3.992 0.876  -0.685
C 4.645 -2.771 1.071  -0.338
C 4.287 -1.678 0.275  -0.464
C 4.220 0.247 -3.091  0.332
C 4.178 -0.040 -4.442  -0.633
C 5.338 0.099 -5.206  -0.615
C 6.518 0.455 -4.576  -0.459
C 6.563 0.799 -3.236  -0.940
C 5.393 0.665 -2.481  0.021
Sb -0.846 1.504 -1.538  0.259
C -2.451 2.960 -1.664  0.592
C -3.360 2.979 -2.698  -0.527
C -4.331 3.940 -2.783  -0.623
C -4.456 4.917 -1.790  -0.702
C -3.557 4.870 -0.722  -0.596
C -2.547 3.933 -0.669  -0.066
C -0.457 1.180 -3.606  0.498
C 0.525 1.910 -4.323  -0.379
C 0.860 1.509 -5.612  -0.666
C 0.349 0.338 -6.176  -0.494
C -0.596 -0.402 -5.455  -0.731
C -0.930 -0.024 -4.155  -0.316
H 1.238 3.262 -1.860  0.481
H 0.159 3.728 -0.489  0.571
H 1.164 1.538 0.664  -0.503
H 2.132 2.998 0.713  0.286
H 3.548 1.227 0.232  0.217
H 3.493 2.185 -1.283  0.779
H 1.990 -3.185 -1.708  0.710
H 2.646 -5.204 -0.297  0.272
H 4.401 -4.800 1.494  0.456
H 5.380 -2.653 1.891  0.372
H 4.752 -0.722 0.405  0.097
H 3.262 -0.390 -4.849  0.408
H 5.303 -0.062 -6.277  0.402
H 7.408 0.543 -5.167  0.371
H 7.449 1.189 -2.794  0.450
H 5.342 0.962 -1.457  0.323
H -3.252 2.241 -3.490  0.440
H -4.953 4.069 -3.648  0.433
H -5.261 5.642 -1.869  0.411
H -3.661 5.666 0.042  0.385
H -1.829 3.990 0.158  -0.056
H 0.985 2.804 -3.949  0.354
H 1.586 2.069 -6.184  0.430
H 0.691 -0.026 -7.128  0.433
H -0.947 -1.320 -5.879  0.418
H -1.586 -0.691 -3.543  0.236
F 2.063 -2.853 3.328  -0.052
C 1.518 -2.046 4.255  0.280
F 0.499 -2.665 4.887  -0.208
F 2.475 -1.711 5.148  -0.215
S 0.787 -0.432 3.568  0.589
O 0.623 -0.659 2.106  -0.466
O -0.460 -0.269 4.259  -0.664
N 1.805 0.679 3.860  -0.269
S 3.408 0.723 3.646  0.848
O 4.030 0.407 4.874  -0.595
O 3.784 0.116 2.382  -0.368
C 3.823 2.633 3.493  0.513
F 2.799 3.240 2.927  -0.164
F 4.885 2.811 2.714  -0.237
F 4.037 3.071 4.702  -0.219

Record 5
Here is the molecule C5H9N3 at a distorted geometry from OMol25. Energies are from the ωB97M-V functional and the def2-TZVPD basis.

Properties
- SMILES string = [H]/N=N/C(=C)/N=C/CC
- total charge = 0
- gap between HOMO and LUMO (Eh) = 0.32166
- molar mass (g/mol) = 111.15
- LUMO level (eV) = 0.192

Each line ends with the Mulliken charge.
CARTESIAN COORDINATES (ANGSTROEM)
C 2.025 1.737 -0.797  -0.665
C -0.256 -0.136 0.780  -0.027
C 1.695 0.575 -0.241  0.390
C -2.322 -0.172 -0.757  -1.360
C -1.645 -0.600 0.525  -0.201
N 2.112 -1.361 0.884  -0.422
N 0.421 0.210 -0.209  -0.312
N 2.652 -0.445 0.244  -0.191
H 3.098 2.122 -0.859  0.272
H 1.131 2.308 -0.997  0.280
H 0.006 0.083 1.814  0.375
H -1.893 -0.685 -1.551  0.357
H -3.313 -0.487 -0.777  0.462
H -2.366 0.873 -0.975  0.339
H -2.334 -0.204 1.357  0.247
H -1.822 -1.783 0.578  0.200
H 2.811 -2.033 0.981  0.256

Record 6
Here is C7H19O9Tl as an isolated structure at a distorted geometry from OMol25. Energies are from the ωB97M-V functional and the def2-TZVPD basis.

Properties
- total charge = +2
- gap between HOMO and LUMO (Eh) = 0.10974
- molar mass (g/mol) = 451.60
- LUMO level (eV) = -13.246

Each line ends with the Mulliken charge.
CARTESIAN COORDINATES (ANGSTROEM)
Tl 28.350 7.902 -22.578  0.996
O 26.044 11.827 -20.120  -0.389
C 26.950 11.202 -20.803  0.717
O 28.026 11.791 -21.023  -0.580
O 26.765 10.057 -21.267  -0.269
H 26.319 12.747 -20.131  0.356
C 25.412 5.529 -22.797  -0.468
C 24.652 6.749 -22.233  -0.423
O 25.402 7.891 -22.431  -0.368
O 26.778 5.385 -22.394  -0.486
H 25.230 5.455 -23.869  0.316
H 24.847 4.715 -22.343  0.370
H 24.471 6.614 -21.166  0.337
H 23.646 6.843 -22.642  0.362
H 24.908 8.649 -22.110  0.290
H 26.880 4.444 -22.232  0.311
C 29.809 9.586 -18.982  -0.225
C 30.681 8.963 -17.896  -0.639
O 31.963 8.595 -18.344  -0.436
O 29.753 8.743 -20.153  -0.237
H 30.124 10.550 -19.380  0.216
H 28.781 9.678 -18.631  0.432
H 30.186 8.073 -17.507  0.313
H 30.658 9.735 -17.127  0.393
H 32.606 9.270 -18.113  0.347
H 30.668 8.654 -20.430  0.319
C 31.984 11.436 -21.606  -0.372
C 31.165 11.042 -22.843  -0.483
O 29.953 10.330 -22.460  -0.191
O 32.355 10.235 -20.954  -0.438
H 31.369 12.113 -21.013  0.287
H 32.913 11.982 -21.771  0.476
H 31.676 10.255 -23.397  0.311
H 30.889 11.924 -23.420  0.354
H 29.367 10.959 -22.033  0.211
H 33.049 10.441 -20.324  0.287

Record 7
Here is ClF2HSi as an isolated structure at a distorted geometry from OMol25. Energies are from the ωB97M-V functional and the def2-TZVPD basis.

Properties
- spin multiplicity = 3
- total charge = 0
- gap between HOMO and LUMO (alpha / beta) (Eh) = 0.26365 / 0.24452
- molar mass (g/mol) = 102.54
- LUMO level (alpha / beta) (eV) = 0.879 / -5.632

Each line ends with the Mulliken charge.
CARTESIAN COORDINATES (ANGSTROEM)
F 0.630 -0.630 -1.827  0.126
F -1.270 -0.913 0.321  -0.267
Si -0.072 0.184 0.114  0.380
Cl 1.228 -0.116 1.484  -0.138
H -0.516 1.474 -0.093  -0.100

Record 8
Here is an isolated ion of composition C3H6O5P and charge +1 at a distorted geometry from OMol25. Energies are from the ωB97M-V functional and the def2-TZVPD basis.

Properties
- total charge = +1
- gap between HOMO and LUMO (Eh) = 0.36977
- molar mass (g/mol) = 153.05
- LUMO level (eV) = -4.692

Each line ends with the Mulliken charge.
CARTESIAN COORDINATES (ANGSTROEM)
C -2.395 0.888 -0.155  -0.810
C -1.161 -1.307 0.040  0.308
C -1.296 0.128 0.015  0.429
O -0.097 -1.747 0.212  -0.472
O 1.967 -0.616 1.209  -0.499
O 1.337 -0.518 -1.339  -0.445
O 2.089 1.477 0.086  -0.503
O -0.107 0.800 0.253  -0.242
P 1.285 0.147 0.088  1.064
H -2.278 2.015 -0.317  0.286
H -3.252 0.446 -0.483  0.350
H -2.142 -1.887 0.212  0.319
H 1.563 -1.519 1.462  0.460
H 1.808 0.045 -2.095  0.396
H 2.679 1.649 0.813  0.358